Entry from OMol25: a molecular structure, C12H22B4F16N4Zn in a non-equilibrium geometry (wB97M-V/def2-TZVPD).

Positions of all 59 atoms, in Å:
Zn (-1.3403, 7.3375, 2.6052)
C (2.9163, 12.5063, 3.8275)
C (2.0792, 11.2455, 3.4739)
N (2.5877, 10.8065, 2.1615)
C (3.6989, 10.0327, 2.0559)
C (4.0684, 10.0358, 0.7191)
N (3.0967, 10.6942, -0.0146)
C (2.2351, 11.2534, 0.9304)
C (3.1350, 11.3175, -1.3898)
H (2.6703, 12.7209, 4.8675)
H (2.6154, 13.4585, 3.3905)
H (3.9701, 12.3403, 3.6037)
H (0.9894, 11.2637, 3.4648)
H (2.4957, 10.5379, 4.1907)
H (4.1716, 9.6339, 2.9412)
H (4.9118, 9.6019, 0.2026)
H (1.2980, 11.7565, 0.7430)
H (4.1021, 11.8109, -1.4869)
H (2.3161, 12.0337, -1.4567)
H (2.8435, 10.6313, -2.1849)
C (6.1173, 5.4356, -0.7279)
C (5.7013, 5.6080, -2.2795)
N (4.2666, 5.9423, -2.4182)
C (3.6463, 6.1913, -3.5972)
C (2.3446, 6.5733, -3.3211)
N (2.0699, 6.3702, -1.9312)
C (3.2686, 6.0436, -1.4154)
C (0.8486, 6.6795, -1.3335)
H (5.4359, 4.7437, -0.2328)
H (6.2311, 6.4084, -0.2496)
H (7.0879, 4.9532, -0.6121)
H (5.8538, 4.6046, -2.6770)
H (6.2526, 6.4273, -2.7409)
H (4.2941, 6.2703, -4.4578)
H (1.4811, 6.8689, -3.8984)
H (3.2361, 5.8426, -0.3548)
H (0.0757, 6.2254, -1.9535)
H (0.5798, 7.7161, -1.1302)
H (0.8435, 6.1299, -0.3921)
B (-1.1450, 9.1345, 0.9685)
F (-0.2107, 8.1102, 1.0291)
F (-2.1099, 8.8389, 0.2049)
F (-1.4966, 9.2359, 2.3149)
F (-0.5677, 10.2189, 0.5317)
B (-2.3883, 7.3057, 4.8772)
F (-2.4482, 7.7949, 6.1424)
F (-2.3695, 6.0077, 4.8912)
F (-3.2864, 7.8593, 4.0181)
F (-1.1819, 7.7810, 4.5885)
B (-2.9344, 5.6483, 1.3894)
F (-3.3316, 6.9247, 1.7579)
F (-3.7413, 4.5469, 1.6935)
F (-2.3685, 5.6245, 0.0947)
F (-1.7346, 5.3706, 2.0041)
B (1.3537, 6.5902, 3.1828)
F (1.2939, 7.9609, 3.3923)
F (1.9620, 6.4050, 1.9529)
F (2.0005, 5.8987, 4.1859)
F (0.0905, 6.0037, 3.1065)

## Properties
Kohn-Sham gap ... 8.805 eV
Total charge ... 0
ΔE to the lowest compared entry with this formula, charge and spin ... 118.3 kcal per mole
E ... -113385.4829 eV
HOMO level ... -9.993 eV
E_LUMO ... -0.04368 Eh

***

Entry from OMol25: a molecular structure, C12H22BrNO4Zr in a non-equilibrium geometry (wB97M-V/def2-TZVPD).

Positions of all 41 atoms, in Å:
Zr (3.0468, -1.4811, -4.8778)
C (0.2430, 0.2187, 0.6842)
C (0.4039, -1.1487, 1.4710)
C (-0.9156, -1.1993, 2.1952)
C (-1.2168, -2.5882, 2.8546)
C (-1.1758, -3.6355, 1.7700)
C (0.1145, -3.6247, 0.8727)
N (0.4130, -2.2685, 0.4514)
O (1.4478, -2.1845, -0.5623)
C (-0.3417, -4.4928, -0.3322)
C (1.2535, -4.3133, 1.7169)
C (1.6317, -1.0623, 2.4297)
H (1.1288, 0.5946, 0.1721)
H (-0.0328, 1.0629, 1.3161)
H (-0.4561, 0.1310, -0.1475)
H (-1.7436, -1.0520, 1.5018)
H (-0.9346, -0.4035, 2.9398)
H (-2.2566, -2.6341, 3.1782)
H (-0.5046, -2.7662, 3.6604)
H (-2.1013, -3.6454, 1.1942)
H (-1.1995, -4.5125, 2.4170)
H (0.4457, -4.6157, -1.0759)
H (-1.1249, -3.9963, -0.9049)
H (-0.7143, -5.4673, -0.0165)
H (1.3530, -3.9638, 2.7445)
H (2.2007, -4.4071, 1.1857)
H (0.9961, -5.3629, 1.8593)
H (1.7114, -1.8529, 3.1758)
H (1.6357, -0.1497, 3.0258)
H (2.5643, -1.1632, 1.8745)
Br (2.5596, 2.3426, -4.7003)
C (-1.5480, 6.3368, -3.5095)
C (-0.4293, 7.1357, -4.0522)
O (0.0514, 7.8844, -2.9682)
C (-0.5036, 7.4339, -1.8397)
O (-0.2612, 7.8843, -0.7299)
O (-1.3854, 6.4966, -2.1124)
H (-1.3860, 5.3328, -3.9018)
H (-2.4523, 6.9179, -3.6901)
H (-0.8781, 7.7349, -4.8444)
H (0.3613, 6.4843, -4.4249)

## Properties
Kohn-Sham gap ... 2.995 eV
Total charge ... +2
E ... -93774.8333 eV
HOMO level ... -13.500 eV
E_LUMO ... -0.38606 Eh

***

Entry from OMol25: 2 unconnected molecules or ions with the total composition C12H22Cl3F3N6O4PS in a non-equilibrium geometry (wB97M-V/def2-TZVPD).

Positions of all 52 atoms, in Å:
C (1.0760, -1.4325, -2.0614)
C (0.3951, -0.3597, -2.8988)
Cl (-1.0724, -1.0425, -3.6212)
C (0.1820, 1.0171, -2.1774)
Cl (-1.4331, 1.6907, -2.2716)
N (0.7151, 1.0952, -0.7906)
C (0.1219, 1.0100, 0.4542)
C (-1.2794, 0.6607, 0.7962)
C (-1.5626, -0.8649, 0.8255)
N (-1.9675, -1.3073, -0.4842)
N (-0.3606, -1.6106, 1.1988)
N (-2.6702, -0.9887, 1.7885)
C (1.0931, 1.2895, 1.3427)
S (0.8270, 1.3563, 3.0813)
O (2.0283, 1.7090, 3.7634)
O (0.0981, 0.1861, 3.4574)
C (-0.3402, 2.8318, 3.3103)
F (0.2390, 3.6876, 4.1261)
F (-1.4661, 2.3810, 3.8397)
F (-0.5977, 3.4217, 2.1434)
N (2.3071, 1.4987, 0.6747)
P (3.8492, 1.9037, 1.5872)
C (4.2016, 0.2659, 2.3038)
C (5.1245, 2.0029, 0.2918)
C (2.0219, 1.3601, -0.6031)
Cl (3.1065, 1.5445, -1.8766)
H (1.3346, -2.2559, -2.7291)
H (0.3880, -1.8224, -1.3169)
H (2.0054, -1.0947, -1.6060)
H (1.0201, -0.1294, -3.7617)
H (0.7950, 1.7321, -2.7200)
H (-2.0028, 1.1935, 0.1861)
H (-1.4619, 0.9921, 1.8187)
H (-2.8094, -0.7981, -0.7384)
H (-2.2670, -2.2774, -0.4337)
H (-0.3135, -2.4617, 0.6538)
H (-0.3681, -1.8533, 2.1794)
H (-3.2038, -1.8319, 1.6237)
H (-2.3590, -0.9471, 2.7515)
H (3.4078, -0.4561, 2.1012)
H (4.3307, 0.3861, 3.3763)
H (5.1186, -0.1425, 1.8724)
H (4.9407, 2.8725, -0.3383)
H (5.1958, 1.1169, -0.3401)
H (6.0635, 2.1503, 0.8264)
C (-4.9900, -3.0421, -3.4898)
N (-4.8404, -1.8655, -2.5918)
O (-5.0097, -0.7630, -3.0547)
O (-4.5487, -2.0896, -1.4292)
H (-5.2466, -2.6813, -4.4780)
H (-4.0416, -3.5708, -3.4881)
H (-5.7742, -3.6670, -3.0738)

## Properties
Kohn-Sham gap ... 8.921 eV
Total charge ... +1
E ... -95765.8068 eV
HOMO level ... -11.919 eV
E_LUMO ... -0.11015 Eh

***

Entry from OMol25: 5 unconnected molecules or ions with the total composition C12H22FNO9 in a non-equilibrium geometry (wB97M-V/def2-TZVPD).

Positions of all 45 atoms, in Å:
N (-2.7482, 1.3915, -1.6232)
H (-2.4367, 1.7037, -2.5120)
H (-3.7395, 1.3060, -1.5540)
H (-2.4827, 2.1295, -0.9678)
H (-2.3785, 0.4785, -1.6312)
F (-0.5325, 0.7010, 0.1016)
C (3.3038, 2.9991, -2.1818)
C (2.0943, 2.3742, -2.9762)
C (1.3250, 1.1701, -2.5313)
O (0.0267, 1.4675, -3.0241)
C (-0.0834, 2.7696, -3.4659)
O (-0.9944, 3.3654, -3.8778)
O (1.1222, 3.3308, -3.3331)
H (3.5804, 3.9124, -2.6365)
H (4.1349, 2.3057, -2.2277)
H (3.0992, 3.2199, -1.0885)
H (2.7236, 2.1211, -3.8144)
H (1.0361, 1.0413, -1.4536)
H (1.7858, 0.1835, -3.0020)
C (-0.5815, 0.6425, 4.2968)
C (-1.7291, 0.3178, 3.3362)
C (-1.7470, -1.1398, 2.8628)
O (-2.7604, -1.6401, 3.5489)
C (-3.4327, -0.6946, 4.1738)
O (-4.5062, -0.9367, 4.7377)
O (-2.9337, 0.5205, 4.0386)
H (0.3511, 0.3782, 3.7269)
H (-0.5779, 0.2928, 5.2005)
H (-0.5841, 1.7652, 4.5451)
H (-1.7756, 1.0395, 2.4207)
H (-0.9173, -1.5165, 2.9077)
H (-2.0335, -1.1593, 1.7298)
C (-0.5580, -3.0231, -0.4145)
C (0.8901, -2.6533, -0.7832)
C (1.6697, -1.7979, 0.3504)
O (2.7506, -2.6516, 0.5595)
C (2.7722, -3.6935, -0.2953)
O (3.6962, -4.5372, -0.1955)
O (1.7194, -3.7765, -1.0731)
H (-0.9965, -3.8740, -1.1817)
H (-1.1046, -2.1333, -0.4633)
H (-0.4190, -3.5083, 0.5465)
H (0.8267, -1.9806, -1.8226)
H (1.1921, -1.5237, 1.2856)
H (1.9530, -0.6873, -0.2387)

## Properties
Kohn-Sham gap ... 8.763 eV
Total charge ... 0
ΔE to the lowest compared entry with this formula, charge and spin ... 0.0 kcal per mole
E ... -35431.1491 eV
HOMO level ... -9.598 eV
E_LUMO ... -0.03070 Eh

***

Entry from OMol25: a molecular structure, C12H22N2O6STi (wB97M-V/def2-TZVPD).

Positions of all 44 atoms, in Å:
Ti (-0.5639, 0.4837, -0.6573)
O (2.7969, -1.1140, 1.3710)
C (1.9238, -0.7992, 0.4327)
O (1.3317, 0.2621, 0.4271)
C (1.7124, -1.8661, -0.6112)
O (1.0327, -1.3235, -1.7105)
C (1.8618, -0.6332, -2.6514)
C (1.3616, 0.7881, -2.9140)
O (1.9808, 1.4765, -3.6854)
O (0.2840, 1.1246, -2.2657)
H (2.8101, -0.3934, 2.0229)
H (1.0770, -2.6289, -0.1586)
H (2.6675, -2.3210, -0.8823)
H (1.8596, -1.1791, -3.5950)
H (2.8921, -0.5649, -2.2965)
S (-2.2752, 1.9549, -0.4483)
C (-0.7405, 2.0785, 0.6145)
N (0.1255, 3.1641, 0.3665)
C (-0.0393, 4.3563, 1.1958)
C (-0.0847, 3.9657, 2.6614)
C (-1.1728, 2.9257, 2.8565)
N (-0.8800, 1.7818, 1.9922)
H (0.1317, 3.3935, -0.6176)
H (-0.9678, 4.8887, 0.9389)
H (0.7957, 5.0278, 0.9942)
H (-0.2836, 4.8462, 3.2744)
H (0.8767, 3.5438, 2.9624)
H (-2.1516, 3.3672, 2.6148)
H (-1.2044, 2.5769, 3.8892)
H (-1.5620, 1.0456, 2.1126)
C (-2.5788, -1.7973, -1.7265)
C (-2.1874, -2.0188, -0.2653)
C (-3.3803, -1.7841, 0.6532)
C (-1.6259, -3.4236, -0.0774)
O (-1.1751, -1.0812, 0.0864)
H (-1.7014, -1.8982, -2.3702)
H (-3.0095, -0.8012, -1.8571)
H (-3.3226, -2.5273, -2.0508)
H (-4.2029, -2.4584, 0.4083)
H (-3.7242, -0.7540, 0.5490)
H (-3.0891, -1.9519, 1.6917)
H (-2.3992, -4.1753, -0.2439)
H (-1.2443, -3.5404, 0.9386)
H (-0.8181, -3.6087, -0.7889)

## Properties
Kohn-Sham gap ... 7.605 eV
Total charge ... 0
ΔE to the lowest compared entry with this formula, charge and spin ... 22.3 kcal per mole
E ... -62019.9993 eV
HOMO level ... -7.449 eV
E_LUMO ... 0.00573 Eh